Below is a structure of composition C5H8N2O in a non-equilibrium geometry, with properties calculated with ωB97M-V/def2-TZVPD.

ORCA input file:
```
! wB97M-V def2-TZVPD RIJCOSX def2/J DEFGRID3
* xyz 0 1
C -0.0639 -0.8225 0.8593
C -0.2909 -0.8797 -0.6104
C 1.1574 0.0341 0.3859
C 0.4701 1.1496 -0.2772
C -0.7466 0.4854 -0.7037
H -2.1938 -0.5357 1.2928
H 0.4911 -1.5656 1.5518
H -1.0730 -1.4112 -1.4398
H 1.3079 -2.0398 -0.4581
H 2.1240 0.2736 0.9407
H 0.6108 1.8970 0.6537
H -0.5295 2.2018 -1.5960
H -1.5709 1.0431 0.0146
N 1.1296 -0.9959 -0.7516
N 0.1266 1.3885 -1.5731
O -0.9488 -0.2227 1.7112
*
```

Output
- Lowest unoccupied orbital energy: -0.0734 eV
- Electronic energy: -379.745682 hartree
- Relative energy (zero: lowest compared OMol25 entry of this formula, charge and spin): 899.22 kJ/mol
- Gap between HOMO and LUMO: 8.631 eV
- Max |F|: 7.7 eV Å⁻¹